Entry 1:
{
  "formula": "C5H22N2O4",
  "method": "ωB97M-V/def2-TZVPD",
  "de_lowest_ev": 3.329,
  "homo_lumo_gap_ev": 8.88,
  "lumo_ev": 0.5860,
  "smiles": "CC[C@@H](CN)NC.O.O.O.O",
  "energy_ha": -614.07208,
  "elements": ["O", "O", "O", "O", "N", "N", "C", "C", "C", "C", "C", "H", "H", "H", "H", "H", "H", "H", "H", "H", "H", "H", "H", "H", "H", "H", "H", "H", "H", "H", "H", "H", "H"],
  "coordinates": [[-1.148, 0.211, 3.277], [-2.320, -1.894, 2.081], [-1.077, 2.369, 1.521], [3.490, 0.789, 0.166], [-1.133, 1.030, -1.345], [2.082, 0.067, -2.570], [-0.119, -0.660, 0.222], [0.146, 0.278, -1.025], [1.110, -0.606, 1.232], [-2.184, 0.150, -1.839], [0.723, -0.417, -2.311], [-3.082, 0.799, -2.393], [0.900, 1.046, -0.739], [-1.179, 1.502, 2.093], [0.084, -0.345, -3.217], [-1.740, -0.563, -2.618], [0.823, -1.514, -2.068], [2.881, -0.571, -2.668], [0.655, -0.586, 2.176], [4.192, 1.389, 0.124], [-1.368, 1.502, -0.432], [-2.632, -0.624, -1.090], [3.326, 0.602, -0.758], [-0.435, 0.401, 3.965], [1.814, 0.213, 1.216], [-1.058, -0.375, 0.687], [-0.739, -0.708, 3.027], [1.561, -1.630, 1.136], [-2.174, -1.990, 1.116], [-0.093, 2.565, 1.676], [-3.263, -1.681, 2.167], [2.069, 1.042, -2.813], [-0.114, -1.790, 0.002]],
  "forces_ev_per_a": [[3.11, -2.34, 1.44], [-0.37, -0.36, -0.94], [2.01, -1.70, 1.64], [-0.92, -0.95, 0.25], [0.74, -0.22, 0.95], [-0.25, -0.44, 0.52], [2.45, -0.71, -0.72], [-1.53, 0.08, -0.38], [-1.10, -1.85, -1.06], [-1.67, -0.49, -1.23], [0.81, -1.39, 0.99], [2.30, -1.83, 1.65], [-0.66, -0.50, -0.04], [0.16, 2.05, -1.23], [0.27, 0.25, 0.68], [-0.73, 1.27, 0.78], [-0.20, 0.95, -0.43], [-0.96, 0.95, -0.38], [-0.08, -0.11, 1.46], [1.79, 1.52, 0.22], [-0.09, -0.47, -1.38], [0.36, 1.49, -0.77], [-0.66, -0.38, -0.60], [-1.55, 0.45, -0.96], [-0.03, -0.06, -0.57], [0.17, 0.12, 0.05], [-2.09, 2.16, 0.13], [0.41, 1.30, 0.25], [-0.17, 0.02, 0.83], [-2.14, -0.28, -0.47], [0.44, -0.04, 0.04], [0.87, -0.17, -0.40], [-0.68, 1.67, -0.31]]
}

---

Entry 2:
{
  "formula": "C5H22N2O4S",
  "method": "ωB97M-V/def2-TZVPD",
  "de_lowest_ev": 2.170,
  "homo_lumo_gap_ev": 8.72,
  "lumo_ev": 0.0436,
  "smiles": "C[C@@H](N)CNCCS.O.O.O.O",
  "energy_ha": -1012.29985,
  "elements": ["S", "O", "O", "O", "O", "N", "N", "C", "C", "C", "C", "C", "H", "H", "H", "H", "H", "H", "H", "H", "H", "H", "H", "H", "H", "H", "H", "H", "H", "H", "H", "H", "H", "H"],
  "coordinates": [[3.298, -0.852, 1.629], [-3.539, 1.127, -2.316], [1.526, -3.120, -2.208], [-1.697, -1.935, -0.978], [-2.769, 0.611, 2.249], [2.184, 1.180, -1.223], [-0.066, -0.098, 1.080], [-0.132, 1.886, -1.909], [1.643, -1.532, 2.054], [0.774, 0.954, -1.031], [0.553, -0.535, 2.357], [0.393, 1.163, 0.468], [-1.063, -0.034, 1.232], [-0.519, 1.394, -2.791], [-1.450, -2.245, -0.107], [2.554, 0.895, -2.115], [-2.808, 0.830, 3.199], [2.902, 0.114, 0.846], [-0.929, 2.366, -1.347], [0.438, -0.045, -1.342], [0.987, -2.672, -1.540], [2.531, 2.035, -0.826], [1.721, -2.158, 2.960], [-3.680, 0.330, 2.141], [1.527, -2.269, 1.269], [2.387, -3.243, -1.793], [-1.819, -1.014, -0.702], [-4.102, 0.371, -2.538], [1.238, 1.643, 0.992], [0.482, 2.660, -2.374], [-0.250, -0.979, 2.949], [-0.389, 1.926, 0.561], [0.847, 0.350, 2.944], [-2.774, 0.896, -1.788]],
  "forces_ev_per_a": [[0.33, -0.66, 1.26], [-0.63, 0.53, -0.37], [-0.06, 0.09, 0.23], [-0.24, 0.73, 0.35], [-0.40, 0.13, 1.10], [0.06, -1.20, 0.46], [-0.03, 0.35, 0.47], [0.85, 0.28, -0.34], [1.12, -0.58, 1.27], [-1.57, 1.22, -0.20], [-0.92, 0.64, -1.57], [0.11, -0.23, -0.17], [0.10, 0.22, 0.15], [-0.43, -0.46, -0.03], [0.34, -0.81, 0.27], [0.08, 0.39, 0.00], [0.58, 0.05, -0.51], [-0.43, 0.59, -0.82], [-0.16, -0.02, -0.12], [0.81, -0.08, 0.46], [0.06, -0.06, -0.21], [0.05, 0.21, -0.42], [0.71, 0.30, -0.15], [-0.29, -0.19, -0.60], [-1.21, 0.27, -0.27], [-0.06, 0.06, 0.00], [0.02, 0.01, -0.67], [0.74, 0.04, 0.42], [-0.04, -0.63, 0.05], [0.04, 0.32, 0.36], [0.08, -0.38, -0.07], [-0.11, -0.22, -0.15], [0.60, -0.38, -0.08], [-0.11, -0.55, -0.10]]
}

---

Entry 3:
{
  "formula": "C5H22N2O5",
  "method": "ωB97M-V/def2-TZVPD",
  "de_lowest_ev": 3.839,
  "homo_lumo_gap_ev": 8.89,
  "lumo_ev": 0.1861,
  "smiles": "NC[C@@H]1CCCN1.O.O.O.O.O",
  "energy_ha": -689.28159,
  "elements": ["O", "O", "O", "O", "O", "N", "N", "C", "C", "C", "C", "C", "H", "H", "H", "H", "H", "H", "H", "H", "H", "H", "H", "H", "H", "H", "H", "H", "H", "H", "H", "H", "H", "H"],
  "coordinates": [[-1.589, 0.049, -2.950], [-2.327, -2.248, 2.619], [3.960, -0.894, -1.103], [2.623, 0.075, 3.028], [-3.457, -1.343, -0.471], [0.506, -1.895, -0.425], [0.404, 0.967, -1.241], [-0.417, -0.923, 0.174], [0.349, 0.348, 0.218], [-0.307, 1.421, 1.073], [0.078, 2.391, -1.272], [-0.344, 2.690, 0.327], [3.457, -0.439, 3.073], [-0.604, -1.203, 1.141], [4.705, -0.239, -1.265], [1.512, -1.555, -0.326], [1.249, 0.795, -1.748], [-1.335, -0.593, -3.409], [0.329, -2.446, -1.215], [-1.330, 3.046, 0.609], [-2.694, -3.165, 2.488], [1.506, 0.273, 0.489], [0.169, 1.342, 2.107], [-1.309, -0.971, -0.346], [0.852, 3.005, -1.444], [-2.467, -1.857, 1.746], [0.262, 3.480, 0.574], [1.963, -0.496, 2.745], [-0.916, 2.450, -1.869], [-2.933, -0.609, -0.497], [-1.376, 1.118, 1.034], [-3.691, -1.669, -1.395], [-0.908, 0.271, -2.265], [4.081, -1.177, -0.204]],
  "forces_ev_per_a": [[-3.71, 8.55, 6.37], [-0.61, -1.42, -0.42], [1.22, 1.47, -0.95], [2.86, 1.39, 0.82], [-3.03, -4.17, -0.97], [2.60, 0.80, 1.87], [-0.66, -0.53, 1.44], [3.93, -1.04, -1.38], [2.52, 2.73, -2.26], [0.14, -2.31, 0.59], [-6.30, -2.92, 3.33], [-0.73, 0.08, -2.26], [-0.99, 0.43, -0.02], [-0.62, -0.81, 2.67], [-1.43, -1.26, 0.33], [-2.14, -1.05, -0.71], [0.59, -0.44, 0.16], [3.55, -8.48, -6.01], [-0.50, -0.31, -1.02], [-0.37, 0.64, -1.23], [0.57, 1.37, 0.33], [-2.44, -0.52, -0.12], [-1.03, 0.58, -1.20], [-1.42, 0.67, -1.18], [2.46, 2.24, -1.37], [-0.12, -0.01, 0.08], [2.00, 1.56, 1.24], [-1.89, -1.87, -0.79], [2.09, 0.81, 0.42], [1.78, 3.08, -0.93], [0.52, -0.11, 1.09], [0.81, 1.18, 1.83], [0.19, -0.13, -0.41], [0.17, -0.20, 0.66]]
}

---

Entry 4:
{
  "formula": "C5H22N2O6",
  "method": "ωB97M-V/def2-TZVPD",
  "de_lowest_ev": 1.398,
  "homo_lumo_gap_ev": 9.80,
  "lumo_ev": 0.5223,
  "smiles": "CC[C@@H](NC)C(N)=O.O.O.O.O.O",
  "energy_ha": -764.67519,
  "elements": ["O", "O", "O", "O", "O", "O", "N", "N", "C", "C", "C", "C", "C", "H", "H", "H", "H", "H", "H", "H", "H", "H", "H", "H", "H", "H", "H", "H", "H", "H", "H", "H", "H", "H", "H"],
  "coordinates": [[-0.833, 1.624, 0.026], [1.657, -2.936, -1.461], [2.443, -0.478, -2.605], [0.718, 1.817, -2.347], [-1.845, 3.706, -1.767], [-0.211, 0.138, 4.277], [-1.799, 1.376, 2.026], [0.915, -0.143, 1.384], [-1.088, 0.898, 0.989], [-0.617, -1.180, -0.360], [1.829, -1.293, 1.402], [-2.005, -0.890, -1.010], [-0.468, -0.497, 1.010], [-0.475, -2.243, -0.431], [-2.246, 2.263, 1.861], [1.938, -2.223, -2.064], [0.325, -0.530, 3.826], [1.210, -3.611, -1.987], [-2.149, 0.828, 2.793], [-1.135, 4.234, -1.372], [2.586, -1.193, 2.190], [-2.040, 0.109, -1.442], [-2.093, -1.534, -1.875], [-0.041, 2.200, -2.800], [1.834, 0.249, -2.357], [-0.034, 0.955, 3.799], [0.129, -0.726, -1.013], [1.296, 0.549, 0.758], [1.364, -2.261, 1.553], [3.338, -0.258, -2.338], [-2.783, -0.959, -0.262], [0.483, 1.602, -1.430], [2.415, -1.325, 0.481], [-1.779, 2.889, -1.248], [-0.840, -1.158, 1.795]],
  "forces_ev_per_a": [[0.02, 0.08, 0.23], [0.02, -0.34, -0.13], [-0.37, -0.17, 0.12], [0.79, -0.37, 0.04], [0.38, -0.07, 0.24], [-0.14, -0.23, 0.17], [-0.42, 0.05, -0.18], [-0.06, -1.02, 0.66], [-0.14, -0.10, -0.24], [-1.10, 1.53, -0.87], [1.17, 0.38, -0.07], [1.26, 0.39, -0.11], [0.76, 0.05, -0.17], [0.43, -0.34, 0.76], [0.08, 0.11, 0.07], [-0.15, -0.08, 0.08], [-0.03, 0.37, 0.01], [0.24, 0.27, -0.02], [0.28, -0.34, -0.04], [-0.24, -0.01, -0.23], [-0.26, 0.17, 0.15], [0.02, 0.14, 0.26], [-0.61, -0.51, 0.13], [-0.14, -0.06, 0.40], [0.52, -0.05, -0.48], [0.20, -0.15, -0.10], [0.14, -0.18, -0.05], [-0.19, 0.14, -0.21], [-0.42, 0.07, -0.15], [-0.11, 0.28, 0.05], [-0.55, -0.43, -0.13], [-0.75, 0.45, -0.25], [-0.24, -0.39, -0.11], [-0.09, 0.06, 0.02], [-0.31, 0.29, 0.16]]
}